No. 1
A molecular structure, C38H53As2BrKN6OS2. Source: OMol25; level of theory: ωB97M-V/def2-TZVPD.

Structure (XYZ):
```
104
Properties=species:S:1:pos:R:3:forces:R:3
Br 0.380 -0.969 2.231 -0.0589 -0.2421 0.2056
As -2.506 -0.560 -0.585 0.0536 0.0413 -0.1789
As -0.783 1.485 -2.929 -0.1224 -0.1727 -0.3048
K 0.317 1.206 -0.030 -0.0840 0.6067 0.3401
S -3.253 1.517 3.171 -0.0092 0.0069 -0.0496
S 2.309 3.416 -0.864 -0.0060 0.0600 -0.1361
O 0.766 -1.093 -0.736 0.2217 -0.2703 -0.0862
N -1.591 3.520 3.792 -0.0058 0.0518 0.0677
N 0.869 4.075 1.374 -0.2489 0.1213 -0.0807
N -0.279 3.830 0.643 0.1989 -0.0139 0.1350
N 3.096 3.800 1.644 -0.1125 -0.0170 0.0056
N -2.567 3.252 -0.690 0.0281 0.0295 0.0127
N -0.905 1.342 4.326 -0.0373 0.0717 0.0048
C 4.426 -4.825 2.943 0.0024 -0.0063 0.0137
C 3.421 -5.375 1.920 0.0029 -0.0250 0.0096
C 4.178 -6.306 0.972 0.0000 0.0021 -0.0272
C -3.342 -0.931 -5.294 -0.0037 -0.0095 0.0208
C 2.005 -3.287 1.890 -0.0629 0.0733 0.0207
C -2.425 -0.001 -4.836 0.0054 -0.0088 0.0078
C -3.743 2.917 -1.197 -0.0092 0.0313 0.0328
C 1.004 -2.861 -3.094 -0.0025 -0.0050 -0.0212
C -0.928 6.170 1.039 -0.0071 0.0605 -0.0199
C -4.791 4.882 -0.385 0.0366 0.0537 0.0324
C 0.602 0.981 -4.228 -0.0237 0.0201 0.0521
C -3.562 5.254 0.137 -0.0373 0.0201 -0.0047
C -1.141 4.762 0.570 -0.1769 -0.1127 -0.0400
C 1.411 -2.044 -0.178 0.0202 -0.1282 -0.2165
C 0.534 3.085 4.831 0.0205 0.0239 0.0232
C 2.213 -3.004 -0.891 -0.0992 0.0820 0.0539
C -3.989 -1.753 -4.380 0.0088 0.0176 -0.0196
C -0.456 3.944 4.292 0.0344 -0.0177 -0.0087
C -1.512 3.009 -3.931 0.0265 -0.0064 0.0339
C 3.104 -1.518 -2.697 -0.0003 -0.0105 -0.0230
C 3.219 -3.960 -3.020 -0.0175 -0.0323 -0.0169
C 0.277 1.754 4.842 -0.0038 -0.0454 -0.0329
C 1.203 0.707 5.363 0.0240 -0.0058 0.0204
C -2.130 0.138 -3.477 -0.0258 0.0465 -0.0078
C -2.790 -0.683 -2.553 -0.0566 -0.0499 0.0480
C 1.381 -2.254 1.224 0.0209 -0.0706 0.0395
C -4.400 -0.543 -0.052 0.0171 0.0023 -0.0042
C 2.828 -4.039 -0.203 0.0554 -0.0125 -0.0160
C -4.892 3.687 -1.071 0.0017 -0.0752 -0.0345
C -2.465 4.408 -0.025 0.0490 -0.0856 0.0037
C -1.857 2.185 3.777 0.0209 0.0045 0.0141
C -2.201 -2.462 -0.232 0.0158 0.0210 0.0053
C 2.378 -2.840 -2.402 0.0094 -0.0246 -0.0253
C -0.194 5.416 4.293 -0.0297 -0.0288 0.0038
C 2.745 -4.222 1.179 0.0494 -0.0615 0.0379
C -3.710 -1.621 -3.031 -0.0027 0.0036 0.0089
C 1.994 3.787 0.782 0.3441 0.0192 0.1613
C 2.362 -6.209 2.657 -0.0074 0.0120 -0.0063
H 3.174 -1.359 -3.778 -0.0054 0.0005 0.0086
H 0.459 5.634 3.445 -0.0145 0.0002 0.0241
H -5.655 5.521 -0.252 0.0006 -0.0015 0.0019
H -3.547 -1.018 -6.354 -0.0004 0.0015 0.0007
H -4.427 -0.541 1.038 0.0069 -0.0022 0.0072
H 0.306 5.721 5.214 0.0077 0.0028 -0.0064
H 0.364 -2.067 -2.716 0.0144 -0.0230 -0.0033
H 2.764 -4.943 -2.871 -0.0002 0.0123 0.0081
H -2.534 3.195 -3.609 0.0118 0.0304 -0.0197
H -1.490 2.832 -5.007 -0.0165 -0.0102 -0.0058
H 1.640 -6.617 1.947 0.0042 -0.0021 0.0055
H 3.300 -3.792 -4.097 0.0090 0.0093 0.0056
H -2.377 -2.635 0.830 0.0279 0.0077 0.0150
H 2.937 4.310 2.500 0.0147 0.0233 -0.0130
H 1.812 -5.600 3.376 0.0062 -0.0194 -0.0005
H -1.161 -2.687 -0.461 -0.0279 -0.0233 -0.0164
H 1.462 3.476 5.220 -0.0049 -0.0189 -0.0018
H -5.827 3.350 -1.499 0.0049 0.0144 0.0028
H -3.462 6.182 0.681 0.0036 -0.0095 0.0007
H 0.120 6.317 1.286 -0.0152 0.0001 -0.0110
H -4.878 0.369 -0.404 -0.0197 -0.0020 0.0039
H 3.415 -4.745 -0.774 -0.0270 0.0239 0.0238
H -1.209 6.870 0.249 -0.0023 0.0177 0.0135
H -4.226 -2.269 -2.333 0.0028 0.0040 0.0094
H 4.121 -1.554 -2.297 -0.0191 0.0193 0.0147
H 1.903 -3.357 2.967 -0.0023 0.0187 -0.0105
H 0.509 -3.820 -2.916 -0.0010 0.0063 -0.0019
H 0.233 0.990 -5.254 0.0074 -0.0022 -0.0072
H 0.661 -0.029 5.959 0.0114 -0.0018 -0.0060
H 4.978 -5.778 0.449 -0.0121 -0.0156 0.0049
H -1.150 0.362 4.328 0.0194 -0.0225 -0.0634
H 4.629 -7.123 1.542 0.0059 0.0113 0.0032
H -1.537 6.395 1.918 0.0038 -0.0014 -0.0097
H -1.127 5.963 4.177 0.0075 0.0028 -0.0088
H 3.968 3.992 1.182 0.0286 0.0044 -0.0364
H -3.774 1.981 -1.750 -0.0026 -0.0077 0.0039
H 3.938 -4.177 3.672 -0.0103 0.0053 -0.0065
H -2.868 -3.096 -0.816 0.0073 -0.0064 0.0097
H 1.425 1.689 -4.129 0.0069 -0.0080 0.0002
H 1.976 1.162 5.978 0.0030 0.0018 -0.0059
H -4.706 -2.491 -4.717 0.0008 -0.0029 0.0025
H 2.827 -7.039 3.197 0.0015 0.0116 0.0022
H 0.961 -0.014 -3.972 0.0269 -0.0086 -0.0201
H 3.513 -6.744 0.226 0.0040 0.0033 0.0041
H 5.199 -4.240 2.442 -0.0039 -0.0014 0.0029
H -0.906 3.884 -3.695 0.0055 -0.0035 0.0061
H 4.908 -5.642 3.490 -0.0023 0.0043 -0.0135
H -1.923 0.632 -5.559 0.0031 0.0059 -0.0005
H 1.673 0.182 4.529 -0.0170 0.0070 0.0180
H 2.588 -0.669 -2.253 -0.0478 0.0010 0.0346
H -4.945 -1.411 -0.425 -0.0106 -0.0011 -0.0122
H 4.231 -3.981 -2.608 -0.0114 -0.0053 -0.0200
H 1.126 -2.740 -4.175 0.0006 0.0049 0.0083
```
Positions in Å, forces in eV/Å.

## Properties
- Orbital gap: 6.617 eV
- Charge: -1
- Energy relative to the best compared isomer or geometry (same formula, charge and spin): 15.93 kcal per mole


No. 2
2 unconnected molecules or ions with the total composition C3H5NO2 at a distorted geometry. Source: OMol25; level of theory: ωB97M-V/def2-TZVPD.

Structure (XYZ):
```
11
Properties=species:S:1:pos:R:3:forces:R:3
O -0.290 -0.916 0.208 0.4106 1.2118 -0.8863
O -1.527 -0.159 -1.758 -1.0314 -0.5203 -0.9455
N 2.414 -0.246 2.292 -0.6818 -0.0252 -0.2680
C 0.165 0.083 1.050 0.5349 0.6018 0.7365
C 0.308 0.439 -0.346 0.3031 -0.4119 0.3528
C 1.388 -0.151 1.774 1.1100 -0.2218 0.9506
H -1.429 -0.709 -0.957 -0.4681 0.2827 -0.6066
H 1.183 0.167 -0.921 0.2455 0.1253 0.4608
H -0.946 -0.593 -2.390 -0.1819 -0.0123 -0.2045
H -0.222 1.319 -0.730 -0.4227 -1.1176 0.1614
H -0.628 0.589 1.593 0.1819 0.0876 0.2489
```
Positions in Å, forces in eV/Å.

## Properties
- Orbital gap: 11.404 eV
- Structure (SMILES): N#C[C@H]1CO1.O
- Energy relative to the best compared isomer or geometry (same formula, charge and spin): 83.12 kcal per mole


No. 3
A molecular structure, C2H2O3Tl at a distorted geometry. Source: OMol25; level of theory: ωB97M-V/def2-TZVPD.

Structure (XYZ):
```
8
Properties=species:S:1:pos:R:3:forces:R:3
Tl -2.298 -0.478 0.098 -5.5607 -2.4182 -0.0245
O 1.697 -0.813 -0.040 -1.6910 0.3729 -0.1861
O 0.157 0.743 0.280 -1.8420 2.7630 -0.0391
O -0.453 -1.340 -0.235 2.6208 -0.5753 -0.6364
C 0.413 -0.462 -0.046 2.0399 -3.0463 0.4367
C -1.269 1.191 0.245 4.6357 3.1189 0.3538
H 2.241 -0.073 0.261 0.2679 0.2067 -0.0571
H -1.207 2.278 0.129 -0.4707 -0.4216 0.1528
```
Positions in Å, forces in eV/Å.

## Properties
- Orbital gap (spin up / spin down): 7.131 / 7.760 eV
- Charge: +1
- Energy relative to the best compared isomer or geometry (same formula, charge and spin): 0.00 kcal per mole


> The highest energy relative to the best compared isomer or geometry (same formula, charge and spin) belongs to which entry?

C3H5NO2


> Number 1 is which compound?

C38H53As2BrKN6OS2


> The lowest energy relative to the best compared isomer or geometry (same formula, charge and spin) belongs to which entry?

C2H2O3Tl


What did the third record say?
A molecular structure, C2H2O3Tl at a distorted geometry. Source: OMol25; level of theory: ωB97M-V/def2-TZVPD.

Structure (XYZ):
```
8
Properties=species:S:1:pos:R:3:forces:R:3
Tl -2.298 -0.478 0.098 -5.5607 -2.4182 -0.0245
O 1.697 -0.813 -0.040 -1.6910 0.3729 -0.1861
O 0.157 0.743 0.280 -1.8420 2.7630 -0.0391
O -0.453 -1.340 -0.235 2.6208 -0.5753 -0.6364
C 0.413 -0.462 -0.046 2.0399 -3.0463 0.4367
C -1.269 1.191 0.245 4.6357 3.1189 0.3538
H 2.241 -0.073 0.261 0.2679 0.2067 -0.0571
H -1.207 2.278 0.129 -0.4707 -0.4216 0.1528
```
Positions in Å, forces in eV/Å.

## Properties
- Orbital gap (spin up / spin down): 7.131 / 7.760 eV
- Charge: +1
- Energy relative to the best compared isomer or geometry (same formula, charge and spin): 0.00 kcal per mole